Below is a cluster of 2 separate species, C3H10N2O in total, with properties calculated with ωB97M-V/def2-TZVPD.

The value obtained for the energy above the lowest of the compared OMol25 structures with the same formula, charge and spin is 2.0352 eV. Its SMILES is CC=O.NCN. The LUMO energy is 0.849 eV. The spin multiplicity is 1.

Element x y z (Å)
N -0.71374 2.91159 0.84158
C 0.07854 1.95307 0.15577
H 0.16729 -4.57007 -0.88605
H 1.74311 2.73574 0.95565
C -0.18386 -3.76334 -0.21802
H 2.06207 1.53604 -0.01925
C -0.31009 -2.37719 -0.77820
H -0.30970 1.95697 -0.85731
H -0.66009 -1.66249 -0.04024
H -1.07290 -2.44268 -1.56390
O -0.53749 -4.02886 0.90149
H 0.60008 -2.04210 -1.27814
H -0.84709 3.32482 1.74234
N 1.50555 2.38838 0.01939
H -1.60700 3.12603 0.41376
H 0.08534 0.95409 0.61113

Atomic forces in eV per Å
-2.30 1.41 -0.93
1.11 0.29 0.36
0.16 0.11 -0.13
0.07 0.21 -0.43
-0.41 0.33 0.47
0.04 0.04 -0.31
-0.16 -0.20 -0.66
-0.24 -0.53 -0.02
0.16 -0.06 0.18
0.06 0.07 -0.03
0.15 -0.22 0.05
0.05 -0.01 0.11
1.48 -0.92 0.87
-0.25 -0.12 1.10
0.47 -0.30 -0.51
-0.39 -0.08 -0.12



Below is a cluster of 2 separate species, C17H19F6N2O6S in total, with properties calculated with ωB97M-V/def2-TZVPD.

Its net charge is -1. The LUMO energy is 2.024 eV. The spin multiplicity is 1.

Element x y z (Å)
H 1.11984 1.81675 -2.63563
H -5.15733 0.23577 1.29031
S -0.88493 0.06652 -3.03678
C -4.28139 -2.18689 2.30274
H -1.98666 0.36498 -0.91099
C -4.12385 -1.62264 0.92944
C -1.75246 -1.75441 0.74624
F -2.55588 -1.89119 -2.33181
H -3.50794 -2.93508 2.48647
F 3.40402 3.60623 1.76295
H 5.83240 -1.60056 -0.72622
H 3.81344 -0.60452 2.34577
C 1.80412 2.99018 -0.96768
C -5.17205 -0.59311 0.56922
C 2.47302 4.32487 1.05311
H -4.22818 -1.38649 3.05202
C 1.61623 -1.04710 0.66010
C -2.49415 -0.86195 -3.21212
F -2.56935 -1.34595 -4.46127
C 4.82188 -2.00820 -0.65013
C -1.04599 0.60869 -1.40233
C 3.96140 -1.18579 0.28804
C 0.92357 2.13247 -1.60628
H 4.51412 -2.23562 2.07109
H -1.35799 1.73518 0.91699
H 5.47344 -0.79159 1.73097
H 0.18940 3.32470 2.02706
C 0.39381 2.98539 1.01563
C -0.47530 2.11104 0.40229
F 1.83512 5.13812 1.95086
O -1.74673 -2.92212 1.06476
H 4.38784 -2.03554 -1.65635
C 1.52369 3.41401 0.33335
O 2.61417 -1.77251 0.13386
N -0.63737 -0.95567 0.33459
O 0.16728 -0.92051 -3.11672
O -0.98056 1.12594 -4.01331
H 4.90179 -3.03783 -0.27155
C -0.21015 1.63334 -0.90950
F 3.16396 5.13694 0.20338
H -6.17235 -1.03500 0.58187
H 3.90453 -0.14281 -0.06247
H 2.70167 3.34189 -1.46875
H -5.00134 -0.19308 -0.43655
H -4.13366 -2.43733 0.19361
N 0.40442 -1.59386 0.09397
C 4.45959 -1.20445 1.69927
O 1.70956 -0.14376 1.47516
H -5.25986 -2.66863 2.40119
F -3.55608 -0.04868 -2.98579
O -2.82281 -0.93013 0.74596

Atomic forces in eV per Å
-0.04 0.09 0.44
0.02 -0.15 -0.18
-0.24 0.25 1.90
0.03 -0.13 0.74
0.14 0.37 -0.50
0.54 0.36 -0.96
-0.26 -0.11 -1.96
-0.17 0.56 -0.64
-0.17 0.19 0.13
-0.28 0.76 -0.22
-0.06 0.07 0.09
0.18 -0.19 -0.09
-0.40 -0.02 0.15
-0.05 0.31 -0.07
-0.19 -0.37 -0.16
0.06 -0.16 -0.08
-0.89 1.28 -0.59
0.06 -0.06 0.32
-0.22 0.07 0.50
0.01 -0.27 -0.15
-1.10 -0.32 -0.76
-0.56 -0.03 -0.75
0.12 -0.16 0.18
-0.08 0.15 0.00
0.25 0.08 -0.06
-0.09 0.00 -0.04
0.11 0.00 -0.15
-0.55 -0.30 -0.15
0.20 0.05 -0.22
0.62 -0.39 -0.41
0.12 1.03 -0.03
0.04 0.00 0.24
0.67 0.63 0.21
0.92 0.79 0.51
0.77 0.44 1.89
-0.21 0.19 -0.70
0.23 -0.35 -0.31
-0.06 0.22 -0.14
0.16 0.10 0.21
-0.12 -0.30 0.58
0.12 -0.06 0.07
-0.14 -0.27 0.06
-0.17 -0.01 0.02
0.05 -0.04 0.21
0.04 0.12 0.10
0.72 -1.51 0.85
0.10 -0.14 0.68
0.06 -1.18 -0.93
0.06 0.07 -0.09
0.54 -0.65 -0.25
-0.88 -0.98 0.51



Below is a cluster of 2 separate species, C2H7N2O in total, with properties calculated with ωB97M-V/def2-TZVPD.

The value obtained for the energy above the lowest of the compared OMol25 structures with the same formula, charge and spin is 1.6082 eV. Its net charge is +2. The LUMO energy (alpha / beta) is -9.789 / -14.804 eV. The spin multiplicity is 2.

Element x y z (Å)
C 1.47197 -0.51684 0.69589
H 2.18469 -0.08174 -1.07566
H -2.36880 -1.14534 -0.19397
H -0.65520 0.31876 -0.95539
H -1.69339 1.69934 -0.63643
O 0.31343 -0.70875 0.26171
C -2.30473 -0.04466 -0.00958
H -2.89065 0.40829 0.79046
H 3.35018 0.22945 0.21274
N 2.49929 -0.23490 -0.11829
N -1.58760 0.69365 -0.76567
H 1.68080 -0.61723 1.79418

Atomic forces in eV per Å
2.65 -0.03 0.08
0.86 -0.01 -0.29
0.62 0.83 0.59
-0.97 0.30 -1.71
0.40 0.11 -0.21
0.84 -0.46 0.49
-1.20 -1.07 -0.15
-0.66 -0.02 -0.58
-0.06 -0.31 0.08
-2.41 0.09 0.60
0.37 0.50 1.51
-0.42 0.07 -0.42



Below is the molecule C3H6F3N3O, with properties calculated with ωB97M-V/def2-TZVPD.

The value obtained for the energy above the lowest of the compared OMol25 structures with the same formula, charge and spin is 1.1441 eV. Its SMILES is [H]/N=C(\N)[C@@](N)(O)C(F)(F)F. The LUMO energy is 0.731 eV. The spin multiplicity is 1.

Element x y z (Å)
N 0.03624 0.44449 1.58555
F 2.18958 -0.18446 -1.28369
N -1.67058 -1.19310 -0.70663
N -1.27364 1.20741 -0.97882
H -0.47738 1.72426 -1.20886
H 0.69151 0.11565 2.20759
C 1.79899 0.23683 -0.06688
H -0.70982 -0.12341 2.03515
O 0.50515 -1.62089 0.42457
C -1.04577 -0.07676 -0.57865
C 0.23958 -0.25462 0.28749
F 1.87946 1.57480 -0.09501
H -0.38907 -1.94534 0.31437
H -2.24093 -1.14645 -1.55439
H -2.17475 1.47894 -1.18637
F 2.64141 -0.23735 0.80456

Atomic forces in eV per Å
-3.22 -0.81 -1.26
-0.15 -0.16 0.02
0.04 1.41 -1.21
0.64 -2.64 0.67
0.88 1.27 -0.14
3.03 -0.49 1.40
-3.01 0.23 -1.91
-0.47 0.90 -0.62
-0.07 0.65 0.40
1.75 -0.34 0.45
3.33 0.45 1.73
0.12 0.28 0.22
-0.68 -1.33 -0.38
-0.76 -0.07 0.68
-1.81 0.81 -0.90
0.39 -0.17 0.86



Below is the molecule C4H5NO2, with properties calculated with ωB97M-V/def2-TZVPD.

The value obtained for the energy above the lowest of the compared OMol25 structures with the same formula, charge and spin is 2.2525 eV. Its SMILES is O=C[C@H]1CN1C=O. The LUMO energy is 0.720 eV. The spin multiplicity is 1.

Element x y z (Å)
H -1.90925 -1.57132 0.97213
O -0.83898 -1.53651 -0.73965
C -0.60402 1.21778 0.13755
C 1.37548 -0.32057 -0.73780
C 0.68004 0.52040 0.31399
H 1.39295 0.93957 1.02102
H -0.82144 2.12777 0.69099
O 2.16326 -1.16868 -0.40005
N -0.52261 0.00415 0.98420
H -1.11536 1.11061 -0.81816
C -1.12568 -1.11174 0.35236
H 1.20058 -0.08268 -1.80120

Atomic forces in eV per Å
0.03 0.07 -0.03
-0.07 0.17 0.45
-0.07 0.28 -0.19
0.24 -0.23 0.12
0.17 0.10 -0.01
-0.11 -0.13 -0.01
0.12 -0.14 -0.14
-0.21 0.41 -0.18
-0.16 -0.26 0.15
0.11 -0.05 0.14
0.04 -0.20 -0.36
-0.08 -0.02 0.07



Below is a structure of composition C44H50BBrEuN9O9S, with properties calculated with ωB97M-V/def2-TZVPD.

Its net charge is -2. The LUMO energy is 3.572 eV. The spin multiplicity is 7.

Element x y z (Å)
C 1.19496 3.34411 -1.98010
O -1.96249 -3.55400 1.72621
C 2.44924 3.17368 -1.43452
H -3.41750 3.36566 -4.70629
H -2.54296 5.75700 -0.57613
C -2.51261 -0.01568 -2.76464
H 4.47959 -1.81768 0.06379
N -1.93526 0.60661 -1.73249
H 5.35191 1.47787 0.80844
C 3.30874 2.17734 0.79161
C -1.84776 -2.34152 -2.01448
H -3.43557 0.76368 -4.64558
O 0.89310 -0.55630 -3.99993
H -0.73841 -4.06977 3.80579
C 2.59906 -1.27743 -2.52525
C 5.45910 -3.05906 -4.37298
B -1.23283 3.01395 -1.18604
H 2.63247 3.68198 2.20068
C -2.93444 0.93637 -3.70817
H 4.33700 3.23458 2.38464
H -5.47160 1.59344 1.44846
H -2.21944 -2.27852 -0.99887
C 0.52792 -1.36893 5.40383
C 1.12719 -4.10349 0.04378
Br 0.49878 1.38107 4.68819
H 1.87457 1.20820 2.07925
C 4.98541 -2.43325 -1.93374
C 3.33799 -1.86959 -3.54281
N 2.49174 -1.93797 2.68250
N 0.93160 2.28645 -0.04736
H 0.76547 -3.31090 -0.59630
C -2.25997 -1.83879 -4.40500
H 1.72026 4.44123 -3.71097
H 2.41165 -6.83595 2.43960
O 2.74477 -4.44081 3.31777
C -2.53708 2.15384 -3.21591
H -2.25039 6.28799 1.08609
H -1.86336 -3.39124 -2.31484
O -1.66844 -1.45759 0.99376
C 0.18898 -0.47801 4.40380
N -2.17113 1.94964 0.94491
H 1.43947 -7.45547 0.24233
H 5.95169 -2.85050 -1.68190
C -2.23408 4.17851 0.83914
C -2.95189 3.80293 1.94779
C -0.74211 -2.07027 3.09516
H -1.45308 4.07215 -1.69562
C -2.69232 -1.50723 -2.96770
C -1.50816 -2.41984 1.81601
H -3.19454 4.20003 -3.16306
H -1.21575 -1.55721 -4.54965
H 0.04265 4.69491 -3.17756
C 3.54397 3.42423 1.65686
C -3.84065 1.60445 2.87350
H -2.86093 -1.29871 -5.13975
C 2.16535 -4.74136 2.12213
C -3.66833 0.10571 2.74524
N 0.30039 2.82247 -1.12746
H 3.55610 0.83257 2.48041
Eu -0.22217 0.05484 0.12123
C -0.45847 -3.05006 4.03027
O 1.06942 -1.48312 0.99013
H -3.75642 -0.20674 1.70789
N -1.93806 1.93612 -2.02738
C 2.24285 2.50663 -0.22390
H 0.50216 3.18389 -3.98224
C 1.49575 -6.41344 0.53344
H 3.38181 3.48813 -1.87175
H -0.91106 5.68883 0.09313
O 4.84985 -3.50736 -5.36200
O 6.68286 -3.02721 -4.12370
H 0.48211 -3.44281 5.92341
C 0.83986 3.95912 -3.29023
S 3.60121 -2.92897 3.31723
C -5.28592 1.94340 2.46550
C 1.69720 -3.74693 1.26099
C -4.17588 -1.84829 -2.77278
H 0.60279 -5.69805 -1.28647
O 0.70578 0.06264 -1.86815
N -0.41863 -0.78127 3.27909
N 3.01092 -1.25634 -1.25782
H -4.19403 1.41441 5.00286
N -1.79679 3.05368 0.24406
H -5.46479 3.01991 2.50100
C 2.86195 1.01180 1.65971
H -3.44500 4.46106 2.64420
H 1.07056 -1.05118 6.27962
H -1.80894 3.91029 -4.21862
H -4.47195 -1.67622 -1.73600
H -0.80822 -2.00154 -2.04453
O 3.71129 -2.61580 4.73233
H 5.01103 2.62305 -0.49918
C -3.60308 2.03623 4.32605
C 2.04416 -6.07765 1.75982
C 4.56507 -2.45453 -3.25634
C -2.93247 2.39669 1.95464
H -2.37323 -2.91026 -4.58740
C 4.17274 -1.84308 -0.98050
H -5.99154 1.44764 3.13763
C -1.96737 5.55706 0.32969
C 1.03379 -5.43032 -0.33116
C 0.19671 -2.69588 5.19552
C -2.74683 3.48778 -3.85693
H -4.80555 -1.23718 -3.42319
H -2.68912 -0.19276 3.09620
C 4.60428 1.78693 0.07452
H -4.35511 -2.90068 -3.00949
C 1.76086 -2.30945 1.65129
C 1.29556 -0.55207 -2.84239
H -3.89228 3.07894 4.47907
H 3.83588 4.27462 1.03599
H 2.96495 -1.86250 -4.55751
H -4.42624 -0.41605 3.33669
H -2.54927 1.93143 4.58737
H 2.82175 0.11476 1.04669
H 4.42519 0.95223 -0.60419

Atomic forces in eV per Å
0.16 0.04 -0.03
0.10 0.09 -0.08
-0.01 0.02 -0.05
0.01 -0.02 -0.02
0.04 0.04 -0.01
0.02 0.21 0.09
-0.01 0.00 0.01
-0.19 -0.31 -0.34
0.02 0.03 0.01
-0.04 -0.09 0.09
0.05 0.10 0.03
0.01 -0.01 0.01
-0.13 0.04 0.15
-0.03 0.02 -0.01
0.06 0.21 0.12
-0.07 -0.06 0.23
0.01 -0.33 0.16
0.01 0.04 0.00
0.04 0.01 0.00
0.01 -0.02 0.00
-0.04 0.04 -0.01
0.02 -0.02 0.17
0.13 -0.20 0.03
0.04 -0.06 0.05
0.13 0.11 0.03
-0.01 -0.06 0.17
0.03 0.03 -0.04
-0.16 -0.05 -0.12
-0.15 0.07 -0.09
0.50 0.24 0.26
0.02 -0.01 -0.06
-0.01 0.11 0.00
-0.01 0.01 -0.03
0.01 0.02 0.00
0.03 0.28 0.24
-0.23 -0.14 -0.10
-0.01 -0.02 0.03
-0.01 -0.01 -0.02
-0.05 0.00 -0.11
-0.35 0.17 -0.20
-0.47 -0.12 0.17
-0.02 -0.01 0.03
-0.01 0.00 0.02
-0.02 0.01 0.16
-0.03 0.03 -0.02
-0.16 0.24 -0.01
0.00 0.01 -0.07
0.05 0.03 -0.01
-0.35 -0.18 0.29
0.01 0.02 -0.03
0.01 -0.03 -0.02
0.03 0.02 -0.04
-0.05 -0.04 -0.03
0.00 -0.07 0.00
-0.02 -0.07 -0.01
0.04 0.02 -0.26
0.08 -0.07 -0.05
0.02 0.19 -0.07
-0.01 0.01 0.05
-0.72 0.34 -0.24
-0.05 -0.14 -0.13
0.46 -0.43 0.23
0.02 -0.08 -0.07
-0.06 0.23 -0.01
-0.13 0.08 -0.13
-0.02 0.03 -0.03
-0.04 0.01 0.03
0.01 -0.04 0.01
-0.01 0.04 -0.03
0.02 0.09 -0.03
-0.01 -0.04 -0.04
-0.02 -0.03 0.02
-0.08 -0.12 0.10
-0.06 -0.10 -0.17
0.06 0.07 0.04
-0.11 0.22 -0.19
0.03 -0.05 0.02
0.02 0.02 0.00
0.46 -0.60 0.10
0.13 -0.16 0.21
-0.03 0.04 0.13
-0.02 0.01 0.00
0.09 0.30 -0.01
-0.04 -0.03 -0.01
0.00 0.08 -0.23
-0.03 -0.01 -0.02
-0.01 0.07 0.02
-0.04 0.04 0.00
-0.03 0.02 -0.01
0.01 -0.07 -0.03
-0.10 -0.11 0.05
0.04 -0.02 0.01
0.01 0.02 -0.07
0.07 -0.05 0.08
0.07 0.05 -0.21
0.18 0.19 -0.09
-0.01 0.00 0.01
0.01 -0.03 0.07
0.01 -0.02 0.01
0.04 -0.10 -0.07
-0.05 0.02 -0.06
0.16 0.11 -0.01
0.04 0.01 0.16
-0.01 0.00 0.00
0.14 -0.10 0.01
-0.06 0.05 -0.04
0.01 -0.01 0.01
0.45 -0.29 0.13
0.20 0.06 -0.40
0.03 -0.01 0.03
-0.01 0.03 0.03
0.00 -0.04 0.03
0.00 0.05 0.01
0.00 -0.03 0.03
-0.02 -0.10 0.03
0.02 0.02 0.00



Number 1: E_tot -304.99986 Eh, largest force on an atom 2.86 eV Å⁻¹. Number 2: E_tot -2217.53938 Eh, largest force on an atom 2.09 eV Å⁻¹. Number 3: E_tot -264.33841 Eh, largest force on an atom 2.65 eV Å⁻¹. Number 4: E_tot -657.00343 Eh, largest force on an atom 3.78 eV Å⁻¹. Number 5: E_tot -360.58664 Eh, largest force on an atom 0.50 eV Å⁻¹. Number 6: E_tot -6584.45996 Eh, largest force on an atom 0.83 eV Å⁻¹.